The following is a DFT calculation (ωB97M-V/def2-TZVPD) of the ion C3H8N with charge +1.

## Properties
**Multiplicity**: 1
**Orbital gap**: 0.42145 hartree
**Total charge**: +1
**SMILES**: C=[NH+]CC

```
12
Properties=species:S:1:pos:R:3:mulliken_charge:R:1
C 1.116 0.472 -1.505 -0.13
N 0.476 0.730 -0.428 -0.01
C -0.738 0.020 0.039 -0.49
C -0.486 -0.848 1.250 -1.00
H 1.713 1.289 -1.894 0.29
H 1.046 -0.555 -1.841 0.31
H 0.775 1.550 0.094 0.31
H -1.404 0.842 0.316 0.30
H -1.223 -0.436 -0.821 0.41
H -1.428 -1.259 1.599 0.32
H -0.153 -0.227 2.084 0.35
H 0.305 -1.578 1.108 0.34
```

---

The following is a DFT calculation (ωB97M-V/def2-TZVPD) of the molecule C6H12O.

## Properties
**Multiplicity**: 1
**Orbital gap**: 0.38857 hartree
**SMILES**: CCC(C=O)CC

```
19
Properties=species:S:1:pos:R:3:mulliken_charge:R:1
C -1.924 -1.200 0.622 -1.17
C -1.303 -0.607 -0.634 -0.57
C -0.117 0.319 -0.230 0.51
C -0.045 1.578 -1.057 -0.27
O 0.943 2.258 -1.204 -0.48
C 1.222 -0.391 -0.112 -0.50
C 2.086 0.493 0.764 -0.99
H -2.784 -1.844 0.418 0.37
H -1.178 -1.787 1.172 0.27
H -2.247 -0.379 1.269 0.32
H -0.998 -1.432 -1.309 0.28
H -2.066 -0.059 -1.208 0.35
H -0.129 0.832 0.880 0.03
H -1.019 1.914 -1.473 0.30
H 1.750 -0.518 -1.063 0.32
H 1.068 -1.387 0.330 0.34
H 2.961 -0.065 1.127 0.35
H 1.354 0.928 1.541 0.28
H 2.424 1.345 0.169 0.27
```

---

The following is a DFT calculation (ωB97M-V/def2-TZVPD) of a cluster of 2 separate species, H3IO3P in total.

## Properties
**Multiplicity**: 1
**Orbital gap**: 0.32098 hartree
**Total charge**: +1

```
8
Properties=species:S:1:pos:R:3:mulliken_charge:R:1
O -1.706 -0.943 3.820 -0.43
O -1.151 0.006 1.418 -0.43
O 0.767 -0.310 -0.171 -0.47
P -1.973 -0.172 2.601 0.72
I -4.121 1.084 2.202 0.27
H 1.602 -0.734 0.226 0.43
H -0.179 -0.134 0.535 0.53
H 0.889 0.494 -0.569 0.37
```

---

The following is a DFT calculation (ωB97M-V/def2-TZVPD) of a cluster of 2 separate species, C5H15NOS in total.

## Properties
**Multiplicity**: 1
**Orbital gap**: 0.34626 hartree
**SMILES**: CSCC[C@@H](C)N.O

```
23
Properties=species:S:1:pos:R:3:mulliken_charge:R:1
C 1.137 0.582 -2.413 -0.42
S 0.593 -1.115 -2.142 -0.09
C 1.344 -1.418 -0.383 -0.85
C 0.321 -1.537 0.741 -0.87
C -0.706 -0.442 0.885 0.74
C -1.600 -0.588 2.101 -1.60
N 0.006 0.885 0.910 -0.42
H 2.095 0.615 -1.873 0.28
H 1.272 0.939 -3.434 0.35
H 0.549 1.346 -1.880 -0.02
H 2.086 -0.624 -0.379 0.36
H 1.732 -2.399 -0.573 0.42
H -0.184 -2.504 0.538 0.36
H 0.770 -1.685 1.732 0.38
H -1.429 -0.307 0.065 0.12
H -1.927 -1.636 2.164 0.37
H -1.197 -0.565 3.147 0.36
H -2.418 0.128 1.961 0.38
H 1.009 0.862 0.919 0.15
H -0.377 1.665 1.413 0.17
O -0.949 2.914 -1.401 -0.69
H -0.466 2.063 -1.332 0.23
H -1.660 2.822 -0.765 0.28
```

---

The following is a DFT calculation (ωB97M-V/def2-TZVPD) of the molecule C2F2N2S2.

## Properties
**Multiplicity**: 1
**Orbital gap (alpha / beta)**: 0.25226 / 0.25969 hartree
**SMILES**: F/C(N=S)=C(\F)N=S

```
8
Properties=species:S:1:pos:R:3:mulliken_charge:R:1
F 1.902 0.464 0.756 -0.23
C 0.777 0.180 0.075 0.66
N 0.573 -0.026 -1.114 -0.24
S 0.810 -0.073 -2.650 -0.02
C -0.406 0.119 0.984 0.29
F -0.130 0.416 2.224 -0.22
N -1.487 -0.367 0.577 -0.24
S -2.039 -0.712 -0.852 -0.01
```

---

The following is a DFT calculation (ωB97M-V/def2-TZVPD) of a cluster of 2 separate species, C2H9N2S in total.

## Properties
**Multiplicity**: 1
**Orbital gap**: 0.25438 hartree
**Total charge**: -1

```
14
Properties=species:S:1:pos:R:3:mulliken_charge:R:1
C -2.323 -0.542 -1.573 -0.81
S -1.547 -1.235 -0.059 -0.69
H -2.672 -1.399 -2.153 0.22
H -1.696 0.058 -2.242 0.23
H -3.167 0.117 -1.344 0.21
N 0.802 1.149 0.052 -0.63
C 1.868 0.347 0.791 -0.31
N 1.317 -0.389 1.910 -0.65
H -0.041 0.550 0.041 0.12
H 1.236 1.231 -0.865 0.23
H 2.499 1.146 1.174 0.30
H 2.272 -0.394 0.104 0.31
H 0.502 -0.891 1.558 0.23
H 0.951 0.251 2.605 0.25
```

---

no.,molecular weight (u)
1,58.10
2,100.16
3,208.90
4,137.25
5,154.17
6,93.17